No. 1
8
Properties=species:S:1:pos:R:3 method="wB97M-V/def2-TZVPD" lumo_ev=0.2 smiles="C1=NOC=NO1" homo_energy_ev=-9.555
C -1.1974 -0.4109 0.1379
N -0.3201 -1.3218 0.0490
O 1.1134 -0.8808 -0.1882
C 1.2426 0.4300 0.1458
N 0.2431 1.4103 -0.0241
O -1.1157 0.8262 -0.1215
H -2.0359 -1.0071 0.1716
H 2.3212 0.7107 0.4292


No. 2
16
Properties=species:S:1:pos:R:3 method="wB97M-V/def2-TZVPD" lumo_ev=-0.5 smiles="S=c1[nH]c(-c2cnccn2)no1" homo_energy_ev=-8.659
S 3.8843 -0.5587 -0.4452
C 2.3421 -0.0212 -0.0785
N 1.1163 -0.4634 -0.3986
C 0.1529 0.2406 0.2666
C -1.2779 0.0361 0.1305
C -1.9585 0.8783 -0.7464
N -3.3028 0.7551 -0.9557
C -3.9123 -0.2736 -0.2047
C -3.1687 -1.0476 0.6456
N -1.8692 -0.9022 0.7356
N 0.7850 1.1771 0.9706
O 2.1139 0.9943 0.8249
H 0.7111 -1.1940 -1.1917
H -1.5665 1.5665 -1.5431
H -4.8588 -0.3826 -0.3996
H -3.5163 -1.8468 1.1165


No. 3
13
Properties=species:S:1:pos:R:3 method="wB97M-V/def2-TZVPD" lumo_ev="-0.7 / -0.7" homo_energy_ev="-8.833 / -8.831"
C -4.0869 0.0762 -0.1410
N 1.6744 -0.5567 0.2150
Si 1.6841 0.0915 -1.3326
Si 0.7006 0.1573 1.4122
Cl 1.5972 0.1878 3.1606
Cl -4.4120 -1.5024 -0.3548
H -4.1906 0.7098 -1.0376
H 2.3837 -1.2356 0.4349
H 0.6576 -0.4497 -2.1960
H 3.0305 -0.0662 -1.7755
H 1.2513 1.5086 -1.0729
H 0.3705 1.5110 1.0780
H -0.6604 -0.4317 1.6098


No. 4
14
Properties=species:S:1:pos:R:3 method="wB97M-V/def2-TZVPD" lumo_ev=0.5 smiles=CCCC#P.I homo_energy_ev=-9.475
C -0.5809 -0.6549 -0.9727
C -1.1780 0.3377 -0.0304
C -0.2006 1.1354 0.8582
C -0.0385 2.4568 0.2298
P -0.0490 3.8670 -0.3906
H -0.4339 -0.1828 -1.9887
H -1.0993 -1.5761 -1.1288
H 0.4376 -0.9409 -0.7394
H -1.9072 -0.1938 0.5535
H -1.7158 1.0530 -0.6200
H -0.4908 1.2476 1.8739
H 0.7131 0.7240 0.7857
I 5.5295 -0.1128 0.1403
H 5.7148 1.2625 1.0253


No. 5
13
Properties=species:S:1:pos:R:3 method="wB97M-V/def2-TZVPD" lumo_ev="-0.1 / 0.8" homo_energy_ev="-6.408 / -7.430"
C 1.7457 0.7880 -0.3789
N -1.3166 -0.3019 -0.3473
N 0.5887 -0.8788 -0.2004
N -1.2889 0.9135 0.2255
O 1.2465 -0.1197 0.7160
O -1.9336 -1.2051 0.5485
H -2.6550 -1.5961 0.0378
H 0.7582 -1.8766 -0.0567
H -1.1892 0.9200 1.2425
H -0.5123 1.4895 -0.1094
H 2.8138 0.5838 -0.5049
H 1.5695 1.7838 0.0430
H 0.1733 -0.5005 -1.2158


No. 6
137
Properties=species:S:1:pos:R:3 method="wB97M-V/def2-TZVPD" lumo_ev=0.2 total_charge=-1 homo_energy_ev=-5.352
C 3.0032 -0.1290 -0.7413
C 3.0806 1.2257 -0.3004
Al 3.3416 3.2410 0.1952
C 2.4573 3.7048 1.9870
C 2.6283 2.4063 3.0270
C 2.6265 4.3324 -1.4146
C 1.0922 4.9428 -1.1476
C 0.3800 5.4136 -2.5457
F 0.7194 4.5299 -3.7238
F 1.0128 6.7418 -2.8948
C -1.2265 5.6942 -2.4628
F -1.7932 6.1188 -3.7976
F -1.3937 6.9131 -1.5850
C -2.1313 4.5184 -1.7744
F -1.9756 4.5266 -0.2711
F -3.5655 4.9474 -1.9911
C -1.9031 3.0078 -2.4000
F -0.5693 2.4260 -2.1339
F -1.9755 3.1872 -3.8992
C -3.1635 1.9637 -2.0546
F -3.8445 2.2976 -0.7626
F -4.1987 2.3090 -3.1055
C -2.8285 0.3966 -2.2867
F -2.2247 0.2656 -3.6647
F -4.1060 -0.4045 -2.3583
C -1.8408 -0.3607 -1.2592
F -0.4030 -0.4651 -1.7144
F -2.3006 -1.8027 -1.2228
C -1.8366 0.1295 0.2954
F -1.3314 1.4968 0.5428
F -3.1713 -0.0386 0.9247
F -0.9067 -0.7964 1.0442
C 5.4034 3.5820 0.2130
I 6.2395 2.9312 2.1273
C 6.0530 2.7679 -1.0822
C 7.3517 3.5180 -1.7484
I 6.7587 0.8176 -0.2913
H 2.9899 -1.0695 -1.4602
H 3.0778 4.5806 2.4720
H 1.3065 3.9155 1.9193
H 1.7372 2.3024 3.7788
H 3.6101 2.5038 3.6930
H 2.7222 1.3826 2.4614
H 3.3907 5.1913 -1.6323
H 2.6506 3.5816 -2.3367
H 0.5303 4.1086 -0.5516
H 1.2420 5.8884 -0.4352
H 5.5569 4.7319 -0.0145
H 5.2462 2.5317 -1.8999
H 8.3326 3.3947 -1.0972
H 7.1872 4.6796 -1.9418
H 7.5341 3.0386 -2.8143
C -3.4000 -3.4010 2.6134
Br -3.1285 -2.6465 0.8412
Br -3.5239 -2.0193 3.9772
Br -4.9275 -4.6046 2.6616
H -2.5133 -4.0003 2.8451
C -4.8704 -4.7324 6.6740
Br -6.4109 -5.4268 7.6377
Br -3.8434 -3.4828 7.7548
Br -3.7567 -6.1605 5.9640
H -5.2562 -4.1713 5.8164
C 0.5462 -3.9367 -3.0691
Br -0.9942 -4.6311 -2.1053
Br 1.5732 -2.6871 -1.9882
Br 1.6600 -5.3648 -3.7790
H 0.1605 -3.3756 -3.9267
C 8.3611 -0.6556 3.6329
Br 10.2897 -0.6266 3.8849
Br 7.4079 -0.5058 5.3221
Br 7.7782 0.6869 2.3514
H 8.1087 -1.6331 3.2090
C 0.4931 -1.8550 3.9163
Br 0.5291 0.0557 4.2795
Br 2.0722 -2.4362 2.9400
Br 0.2210 -2.8951 5.5376
H -0.3698 -2.0411 3.2685
C -8.2069 -4.7303 -0.0109
Br -8.1709 -2.8196 0.3523
Br -6.6278 -5.3115 -0.9872
Br -8.4790 -5.7704 1.6103
H -9.0698 -4.9165 -0.6588
C 0.9021 -8.7761 -6.0145
Br 2.8308 -8.7471 -5.7625
Br -0.0510 -8.6263 -4.3253
Br 0.3193 -7.4337 -7.2960
H 0.6497 -9.7537 -6.4384
C 3.5342 9.3430 -2.5359
Br 3.5702 11.2537 -2.1727
Br 5.1132 8.7618 -3.5122
Br 3.2621 8.3029 -0.9147
H 2.6712 9.1569 -3.1838
C 1.7784 4.9885 5.9753
Br 2.1895 3.7772 7.4408
Br 3.3860 5.5863 5.0575
Br 0.4844 4.2203 4.7426
H 1.3126 5.8764 6.4155
C -2.7279 -10.6485 -7.6795
Br -3.7002 -10.2319 -6.0470
Br -2.7563 -9.1650 -8.9375
Br -0.9150 -11.2489 -7.3091
H -3.2498 -11.4837 -8.1581
C -3.8979 -10.4614 5.0060
Br -1.9692 -10.4324 5.2580
Br -4.8510 -10.3116 6.6952
Br -4.4807 -9.1190 3.7245
H -4.1503 -11.4390 4.5821
C 10.6404 -3.7024 0.6756
Br 9.3843 -2.2223 0.5514
Br 10.7336 -4.4234 2.4800
Br 10.2609 -5.0861 -0.6381
H 11.6317 -3.3012 0.4400
C -1.7979 6.6281 2.3260
Br 0.1308 6.6571 2.5781
Br -2.7510 6.7779 4.0152
Br -2.3807 7.9706 1.0445
H -2.0503 5.6506 1.9021
C -8.7658 -6.3736 -4.6937
Br -8.7298 -4.4629 -4.3305
Br -7.1868 -6.9547 -5.6700
Br -9.0379 -7.4136 -3.0725
H -9.6288 -6.5597 -5.3416
C -2.9806 2.6099 -7.6472
Br -2.5694 1.3986 -6.1817
Br -1.3729 3.2077 -8.5650
Br -4.2746 1.8417 -8.8800
H -3.4463 3.4978 -7.2070
C 4.9699 1.1807 9.2524
Br 5.2414 1.9352 7.4801
Br 4.8460 2.5623 10.6162
Br 3.4424 -0.0229 9.3005
H 5.8566 0.5814 9.4840
C -7.2101 4.6421 -0.1494
Br -8.2008 5.9788 -1.1572
Br -5.9706 3.6558 -1.2787
Br -6.3209 5.4147 1.3986
H -7.9413 3.9202 0.2291


Sequential relative energy (zero: lowest compared OMol25 entry of this formula, charge and spin) output: 5.749, 0.805, 5.551, 1.213, 9.782, 13.229 eV